Density functional theory data (ωB97M-V with the def2-TZVPD basis set) for an isolated molecule of C20H28N4O4.

XYZ file:
```
56
Properties=species:S:1:pos:R:3:forces:R:3
C 1.5315 1.7301 0.8801 -0.153 0.103 -0.020
C -0.4318 -0.4786 -3.0362 -0.015 -0.024 -0.018
H -1.9829 -0.6137 -0.8720 0.005 0.012 0.000
H -0.1208 5.8224 3.1366 -0.004 0.000 0.009
N -1.1095 -1.7246 -3.3428 0.001 0.025 0.132
C -2.9453 -3.2430 -3.5307 0.163 0.030 -0.197
C -1.9668 -5.8750 -0.8899 -0.051 -0.003 0.030
H 0.7570 0.8858 2.7062 0.007 -0.007 0.011
H 3.3139 5.6140 1.6167 -0.005 -0.003 -0.002
H 3.5029 0.7321 2.8382 0.014 0.003 -0.008
C 1.6532 4.6761 2.6482 0.026 0.024 0.081
C 0.9043 0.8446 -1.3336 0.079 -0.021 -0.004
H 2.5387 0.5840 4.3287 -0.008 0.001 -0.005
C -3.8370 -3.6791 -4.5517 -0.124 0.070 0.228
C -0.5782 -0.9445 0.8337 0.119 -0.053 0.040
H 3.8654 1.7631 4.2384 0.008 -0.034 0.002
H -0.1155 4.2098 3.8623 0.002 -0.004 -0.005
C -2.6027 -4.3939 -2.8976 0.061 -0.029 0.004
H -1.1611 0.3225 -3.1613 0.018 0.013 0.008
O -3.2121 -0.9372 -3.0081 0.000 0.004 -0.008
N -4.0214 -4.9624 -4.5207 0.094 -0.045 -0.092
C -0.6104 0.5189 0.4904 -0.062 0.087 0.014
O 2.5784 2.1932 0.4701 0.070 -0.055 0.005
H -1.3501 -3.7742 -1.2725 -0.008 0.004 -0.007
H 0.2403 2.5219 2.3993 0.001 -0.004 -0.003
H 2.9454 6.3200 3.1889 0.003 0.002 0.001
H 1.2403 4.2682 1.7252 0.010 -0.010 -0.009
C -0.9568 -0.4974 -0.5516 -0.043 0.009 -0.039
H 0.1959 -5.7380 -1.3879 -0.009 -0.001 0.005
H 0.9260 5.4722 4.5183 -0.007 0.004 0.004
C 0.1365 -0.4548 -1.6225 -0.021 -0.011 0.034
H 1.9797 0.7753 -1.4859 -0.016 -0.018 -0.023
H 0.8062 -1.3125 -1.5010 0.008 -0.001 -0.005
H -0.8432 -6.4799 -2.6948 -0.006 0.004 0.005
H -1.7953 -5.7566 0.1703 0.005 0.000 -0.006
H -4.3495 -3.0843 -5.2912 -0.011 -0.004 0.001
H 0.3679 -0.3254 -3.7634 -0.006 0.010 -0.008
H 0.4010 -1.3872 0.9779 -0.018 -0.009 -0.017
C 3.0705 1.2820 3.6780 -0.009 0.065 0.014
C 2.5040 5.8902 2.2913 -0.048 -0.026 -0.002
C -1.7199 -4.6674 -1.7585 0.007 -0.021 -0.024
C 0.5130 5.0622 3.5954 -0.003 0.026 -0.011
H 0.5275 1.6588 -1.9629 -0.003 0.020 0.024
H -2.8054 -6.5025 -1.1559 0.006 0.005 -0.002
H -1.3622 -1.3325 1.4700 -0.006 0.012 0.002
O -3.2340 -5.4266 -3.4713 -0.070 0.048 0.083
C -2.4609 -1.8609 -3.2615 -0.078 -0.066 -0.116
C 2.5238 3.6291 3.3360 0.046 -0.040 -0.166
C 1.1037 1.8573 2.3462 0.052 0.012 -0.029
N 2.1693 2.3127 3.1938 -0.054 -0.062 0.096
O 3.4779 3.9593 4.0168 0.000 0.020 0.030
C -0.7919 -5.8627 -1.8086 0.032 0.006 -0.035
H 1.8852 6.6449 1.8028 0.006 0.003 0.002
N 0.6309 1.1156 0.0738 0.020 -0.019 -0.008
H -1.3546 1.1743 0.9248 -0.022 -0.038 -0.018
H -0.5709 -2.5258 -3.6243 -0.002 -0.014 0.022
```
Positions in Å, forces in eV/Å.

* strongest force on any atom: 0.00524 hartree/bohr
* E_HOMO: -9.11 eV
* LUMO energy: 0.34 eV
* energy above the lowest of the compared OMol25 structures with the same formula, charge and spin: 84.4 kcal/mol
* SMILES: CC(C)C(=O)N(C)CC(=O)N1C[C@H](CNC(=O)c2cnoc2C2CC2)[C@H]2C[C@H]21
* electronic energy: -35343.4669 eV

Population analysis type Löwdin, resulting atomic charges in e: -0.4228, -0.1400, 0.1330, 0.0804, 0.0862, -0.0719, -0.0894, 0.1300, 0.0866, 0.0946, -0.3443, -0.0694, 0.0893, -0.0703, -0.0361, 0.0852, 0.0716, -0.2052, 0.1325, 0.0717, 0.0886, -0.2155, 0.0846, 0.1350, 0.1209, 0.0812, 0.1194, -0.1684, 0.1021, 0.0903, -0.2311, 0.1292, 0.1452, 0.1087, 0.1047, 0.1300, 0.1319, 0.1152, -0.0236, -0.0606, -0.1971, -0.0540, 0.1378, 0.1085, 0.1057, 0.0104, -0.4491, -0.4321, -0.0824, -0.0942, 0.0639, -0.0875, 0.0795, -0.0078, 0.1519, 0.1470

Density functional theory data (ωB97M-V with the def2-TZVPD basis set) for a structure of composition C20H28N6PdSbTe.

XYZ file:
```
57
Properties=species:S:1:pos:R:3:forces:R:3
H 4.9133 0.6002 -4.0009 0.018 0.014 -0.008
Te 1.3277 2.4346 -0.5107 -0.118 -0.157 0.056
H -1.7347 6.4929 0.2848 0.003 0.037 0.006
H 3.1018 1.3846 -2.5014 -0.015 0.012 -0.007
H -0.8190 3.4523 3.6536 -0.019 0.014 0.039
H -3.8780 5.3663 -0.2230 -0.017 0.011 0.003
N 0.8769 -3.7593 -2.8671 -0.048 -0.169 -0.085
H -2.7821 -0.7442 3.4044 -0.033 0.026 0.005
N 2.1334 -0.4246 -2.4610 -0.219 0.065 -0.066
H 0.3775 5.2572 0.1561 0.017 0.010 0.015
N -0.3230 -5.7106 -2.8164 0.006 -0.033 0.016
C -0.5447 3.4112 -0.4535 0.121 0.007 -0.069
C -0.2542 -4.4167 -2.5128 -0.018 0.079 0.047
H 1.0013 -1.3516 4.1911 -0.017 -0.023 0.006
H 2.0954 -1.1494 1.9285 -0.044 0.056 0.001
H 2.5697 -0.5791 4.3403 0.036 -0.007 0.025
N 0.0045 -1.8949 -1.7274 0.097 0.200 0.076
C -0.3379 2.8551 2.8785 0.058 -0.030 -0.009
C 1.5705 -0.4619 3.9219 -0.010 0.002 -0.003
H -1.3315 -1.2944 4.2337 0.037 0.020 0.052
H -2.0492 -1.9352 1.3002 0.169 0.059 0.212
H 1.1117 0.3952 4.4163 -0.010 0.014 -0.001
C 4.1303 -0.0811 -3.7024 0.031 0.040 0.005
N -2.1943 -1.9314 -1.0395 -0.041 -0.398 -0.155
H -3.8749 2.9932 -0.9098 -0.015 -0.022 -0.004
H -2.1510 -0.9359 -0.9563 0.011 0.288 0.000
C -1.1461 -2.5830 -1.5692 -0.135 -0.048 -0.057
C -0.5502 4.7515 -0.0830 -0.041 0.141 -0.048
H 4.8661 -1.7613 -4.8150 0.022 -0.009 -0.010
H 0.4463 -6.1522 -3.2870 -0.005 0.002 -0.006
Pd 0.5967 0.0282 -0.9992 -0.162 -0.159 0.408
C 0.9368 -2.5216 -2.4613 0.227 0.205 -0.066
H 2.9861 -3.2407 -4.0550 0.005 0.013 0.001
H -2.5289 -2.4567 3.6938 -0.045 -0.072 0.035
C 3.1250 0.3629 -2.8576 0.096 0.064 -0.077
C 4.1006 -1.3874 -4.1499 0.059 0.024 -0.029
C 2.1049 -1.6944 -2.8942 -0.172 -0.129 0.153
H -1.7493 1.7552 -1.0882 -0.008 0.029 -0.001
H -1.1521 -6.2311 -2.5906 0.002 0.003 -0.006
C 3.0672 -2.2117 -3.7372 -0.037 -0.135 0.017
C -1.7465 2.7880 -0.7570 -0.087 -0.121 -0.073
H -0.5953 -2.4901 2.1054 0.040 -0.033 0.002
C 1.6492 -0.2753 2.4120 0.018 -0.019 -0.022
C -1.0942 1.5455 2.7177 -0.048 -0.051 -0.052
C -2.9438 3.4880 -0.6666 0.012 -0.051 -0.010
H 0.6960 2.6921 3.1815 0.055 -0.022 0.011
C -1.3307 -1.6842 2.0842 -0.144 -0.026 -0.197
Sb -0.2303 0.0492 1.4473 0.403 0.337 -0.188
C -1.7454 5.4513 -0.0047 0.074 0.031 0.009
H -3.0874 -2.3960 -1.0494 0.039 0.019 -0.009
H 2.2623 0.5866 2.1388 -0.051 -0.041 0.031
C -2.9472 4.8203 -0.2874 -0.024 -0.006 0.003
N -1.3059 -3.8517 -1.9168 -0.011 0.003 -0.004
H -0.3329 3.4390 1.9637 -0.013 -0.041 0.108
C -2.0266 -1.5278 3.4300 0.012 0.008 -0.012
H -2.1209 1.7099 2.3927 -0.017 0.020 -0.076
H -1.1429 1.0249 3.6748 -0.048 -0.054 0.006
```
Positions in Å, forces in eV/Å.

* strongest force on any atom: 0.01085 hartree/bohr
* E_HOMO (spin up / spin down): -9.98 / -9.98 eV
* LUMO energy (spin up / spin down): -3.38 / -3.38 eV
* energy above the lowest of the compared OMol25 structures with the same formula, charge and spin: 8.7 kcal/mol
* total charge: +1
* electronic energy: -47442.3634 eV

Population analysis type Löwdin, resulting atomic charges in e: 0.1186, 0.9705, 0.1097, 0.0299, 0.0840, 0.1067, 0.1882, 0.0685, -0.0075, 0.0982, 0.1940, -0.6653, -0.4182, 0.0604, 0.0515, 0.0767, 0.0464, -0.1697, -0.1703, 0.0563, 0.0175, 0.0636, -0.0211, 0.1641, 0.1046, 0.0676, -0.4338, -0.1836, 0.1212, 0.1190, 0.2728, -0.2720, 0.1177, 0.0774, -0.1348, -0.0231, -0.1906, 0.0525, 0.1198, 0.0117, -0.1800, 0.0586, -0.4280, -0.3905, -0.0839, 0.0675, -0.4074, 1.3631, -0.0746, 0.1256, 0.0264, -0.0798, 0.1877, 0.0158, -0.1790, 0.0591, 0.0404

Density functional theory data (ωB97M-V with the def2-TZVPD basis set) for a structure of composition C20H28NO3PPdS2.

XYZ file:
```
56
Properties=species:S:1:pos:R:3:forces:R:3
H -4.6782 -1.1702 4.7338 0.003 -0.011 -0.006
H 4.4098 1.7823 3.1104 -0.040 -0.026 0.026
C 0.9476 -1.4846 -3.9878 0.085 -0.037 0.030
H -4.2288 0.6336 -3.0997 0.004 -0.009 0.017
H 4.3838 1.6384 -0.9778 0.010 -0.005 -0.083
H 0.5695 -0.7637 -4.7176 -0.025 0.047 0.029
C 3.7549 1.8486 2.2378 0.105 -0.088 -0.096
C -1.6243 -2.4986 1.2329 -0.154 -0.124 0.478
H 1.5643 0.9679 -0.9713 -0.001 -0.018 0.074
H -2.3977 -0.4422 -4.4059 -0.007 -0.043 -0.033
C -2.3948 -0.4710 -3.3140 -0.012 -0.027 0.117
C -2.7285 0.9607 2.1582 -0.050 -0.148 0.018
S -0.2212 -3.7698 -1.7551 0.057 -0.061 -0.010
H 4.5995 0.2371 1.0547 -0.017 0.025 -0.014
C 3.4151 3.2272 0.1074 0.128 -0.072 -0.055
C -1.7640 -1.1398 1.1712 0.036 -0.739 -0.647
C 3.6709 0.4555 1.5940 0.040 0.184 -0.011
C -2.3069 -3.2515 2.2181 0.110 0.029 -0.044
O 0.5497 -1.0528 -2.6834 0.095 0.059 -0.162
C 3.3739 2.0476 -0.8658 -0.108 -0.017 0.195
H 4.4385 3.8528 1.8964 0.024 0.001 -0.011
O 1.5679 -0.4712 0.9961 0.074 0.036 -0.034
C -4.2523 0.7896 4.0212 0.035 0.131 -0.028
H 5.2905 2.6286 0.9584 0.034 0.065 0.023
C -3.7880 -0.3022 -2.7494 0.022 -0.076 0.005
H -4.4233 -1.1372 -3.0519 -0.014 0.038 -0.006
H 2.3909 3.4449 0.4217 0.011 0.059 -0.006
H -3.7370 -0.2768 -1.6603 -0.018 0.019 0.006
C 4.3006 2.9369 1.3152 -0.198 0.034 0.109
H 3.5453 -0.2967 2.3685 0.002 -0.065 -0.024
H -3.6067 2.6451 3.1107 -0.004 -0.004 -0.037
H 2.7929 -1.7799 -5.0520 0.025 -0.002 0.021
N 2.4515 0.9986 -0.4731 -0.110 -0.022 -0.158
C 2.4743 0.2880 0.6743 0.093 -0.092 0.151
Pd -0.7241 -0.2271 -0.2526 0.148 0.579 -0.155
H 3.7967 4.1116 -0.4116 -0.004 -0.036 -0.029
C -3.1362 -2.6360 3.1052 -0.088 0.054 0.067
S -1.0537 1.8833 -0.8327 0.126 0.185 -0.074
H -2.1674 -4.3257 2.2542 -0.014 -0.016 -0.032
H -1.7495 0.3306 -2.9495 0.051 0.024 -0.023
H 2.7629 2.1299 2.6032 0.013 0.013 0.015
C -4.1355 -0.5674 4.0133 0.048 -0.103 -0.035
H 2.9007 -0.6270 -3.7024 -0.001 -0.004 -0.030
C -2.5893 -0.4561 2.1132 -0.014 0.203 -0.003
H -2.1794 1.5465 1.4331 -0.033 0.026 -0.006
H 0.5087 -2.4599 -4.2061 -0.034 -0.015 0.006
C -3.5269 1.5649 3.0862 -0.068 -0.091 0.079
C -3.2962 -1.2284 3.0769 0.064 0.033 0.045
C 2.4575 -1.5680 -4.0337 -0.011 -0.014 0.017
O -1.8720 -1.7547 -2.9350 -0.041 0.089 -0.019
H 2.8019 -2.3639 -3.3726 0.009 0.021 0.000
H -3.6787 -3.2086 3.8499 -0.008 0.015 0.008
H 3.0443 2.3835 -1.8475 0.018 -0.010 -0.025
P -0.6269 -1.8585 -1.8889 -0.310 0.042 0.317
H -4.8935 1.2770 4.7466 0.006 0.001 -0.004
H -0.9827 -3.0213 0.5346 -0.093 -0.035 0.048
```
Positions in Å, forces in eV/Å.

* strongest force on any atom: 0.01911 hartree/bohr
* E_HOMO (spin up / spin down): -4.15 / -4.22 eV
* LUMO energy (spin up / spin down): 2.77 / 2.08 eV
* energy above the lowest of the compared OMol25 structures with the same formula, charge and spin: 6.7 kcal/mol
* total charge: -1
* spin multiplicity: 2
* electronic energy: -63269.6025 eV

Population analysis type Löwdin, resulting atomic charges in e: 0.1004, 0.1037, -0.3321, 0.0732, 0.1145, 0.1133, -0.1928, -0.1460, 0.0409, 0.1108, -0.3386, -0.0642, 0.1960, 0.1185, -0.1862, -0.2097, -0.1020, -0.0859, -0.4145, -0.1852, 0.1029, -0.0071, -0.1111, 0.1074, -0.0890, 0.0725, 0.1189, 0.0628, -0.2236, 0.1135, 0.0933, 0.0696, 0.0708, -0.4945, 0.4527, 0.1051, -0.0667, -0.0735, 0.0979, 0.0203, 0.1228, -0.0635, 0.0672, -0.1701, -0.0129, 0.0820, -0.0977, -0.1801, -0.0822, -0.3781, 0.0749, 0.0992, 0.1186, 0.2122, 0.0895, -0.0181

Question: Number 2 is which compound?
Answer: C20H28N6PdSbTe

Question: Which formula does entry 2 have?
Answer: C20H28N6PdSbTe

Question: Which of these has the highest electronic energy?
Answer: C20H28N4O4